No. 1
{"formula": "C31H44BrN3OOsP2", "method": "ωB97M-V/def2-TZVPD", "elements": ["C", "C", "C", "C", "N", "C", "C", "C", "C", "C", "C", "C", "C", "C", "Os", "P", "H", "H", "H", "H", "H", "H", "H", "H", "C", "C", "H", "H", "H", "H", "H", "C", "C", "H", "H", "H", "H", "H", "C", "C", "H", "H", "H", "H", "H", "Br", "P", "C", "C", "H", "H", "H", "H", "H", "C", "C", "H", "H", "H", "H", "H", "C", "C", "H", "H", "H", "H", "H", "N", "C", "O", "C", "C", "C", "C", "N", "C", "H", "H", "H", "H", "H", "H"], "positions_angstrom": [[-0.18890, 7.00731, -3.93574], [-0.36757, 5.63869, -4.20587], [-0.67644, 5.24656, -5.52103], [-0.78902, 6.23579, -6.50280], [-0.61456, 7.53135, -6.23307], [-0.32257, 7.91751, -4.98917], [-0.23530, 4.65648, -3.15937], [-0.13251, 3.81486, -2.28493], [-0.01047, 2.84543, -1.26890], [1.00264, 3.00303, -0.29814], [1.10843, 2.07542, 0.73427], [0.20081, 0.98718, 0.73829], [-0.77967, 0.79266, -0.24055], [-0.89853, 1.75020, -1.24302], [0.61102, -0.19227, 2.21110], [2.28659, -1.28702, 1.31570], [-0.82622, 4.20133, -5.78841], [0.05132, 7.36976, -2.93710], [-1.02580, 5.96664, -7.53279], [-0.18824, 8.98590, -4.81628], [-1.67355, 1.67184, -2.01173], [1.68820, 3.85608, -0.36745], [-1.41978, -0.07878, -0.15262], [1.83493, 2.16662, 1.54169], [2.78901, -2.94748, 1.94320], [3.69751, -3.78858, 1.04801], [1.83833, -3.46764, 2.14558], [3.25580, -2.78921, 2.92787], [3.96038, -4.70880, 1.58481], [3.21428, -4.08859, 0.11071], [4.63797, -3.28071, 0.80275], [2.07963, -1.50025, -0.51370], [3.13169, -0.80148, -1.36055], [1.08028, -1.09658, -0.74612], [2.02912, -2.57714, -0.72976], [2.90261, -0.97897, -2.41982], [3.12557, 0.28471, -1.20114], [4.14390, -1.18449, -1.17484], [3.67121, -0.11592, 1.66743], [5.06497, -0.74050, 1.67097], [3.42876, 0.30949, 2.65740], [3.62189, 0.71764, 0.95266], [5.79848, 0.04720, 1.87863], [5.16430, -1.50454, 2.44843], [5.32522, -1.17891, 0.70056], [-0.72498, -2.25760, 2.29470], [-2.18673, -3.73259, -1.96921], [-0.34781, -3.84604, -1.86989], [0.13078, -5.28445, -2.07287], [-0.03143, -3.45523, -0.89162], [0.05812, -3.19006, -2.65421], [1.19842, -5.29497, -2.32124], [-0.01363, -5.88629, -1.16814], [-0.41075, -5.77438, -2.89129], [-2.64640, -3.50486, -0.20812], [-4.05600, -4.00924, 0.08497], [-2.54490, -2.43969, 0.04105], [-1.91067, -4.05329, 0.39629], [-4.18637, -4.14341, 1.16379], [-4.80942, -3.29662, -0.26451], [-4.23922, -4.97105, -0.40493], [-2.42086, -2.02925, -2.65098], [-2.65652, -2.06971, -4.16393], [-1.53749, -1.42167, -2.40307], [-3.29497, -1.59787, -2.14123], [-3.08397, -1.11820, -4.49874], [-1.72098, -2.23133, -4.71128], [-3.35289, -2.87046, -4.44120], [-2.11791, 1.78320, 7.92631], [-1.20711, 1.19535, 7.06980], [-0.26951, 0.52334, 7.47048], [-1.50809, 1.35197, 5.60382], [-2.72743, 1.83731, 5.11390], [-2.96639, 1.78689, 3.74771], [-2.00493, 1.24011, 2.88816], [-0.81792, 0.80633, 3.35981], [-0.55565, 0.84789, 4.69325], [-1.85418, 1.77370, 8.90311], [-2.67989, 2.57066, 7.64116], [-3.46929, 2.23090, 5.80525], [-3.88909, 2.15851, 3.30052], [-2.16728, 1.14062, 1.81383], [0.42765, 0.45971, 4.96343]], "mulliken_charge": [-0.21, 0.50, -0.20, -0.26, -0.42, -0.26, -0.07, -0.62, 0.98, -0.99, -0.62, 0.40, -0.49, -0.92, -0.08, 1.20, 0.47, 0.48, 0.41, 0.42, 0.52, 0.49, 0.81, 0.61, -0.49, -1.03, 0.42, 0.51, 0.40, 0.21, 0.24, 0.77, -1.59, -0.20, 0.15, 0.44, 0.30, 0.29, -0.85, -1.31, 0.48, 0.32, 0.43, 0.32, 0.20, -0.39, 0.33, 0.34, -1.39, -0.37, 0.53, 0.38, 0.36, 0.43, 0.24, -1.40, -0.23, 0.46, 0.38, 0.36, 0.37, -0.09, -1.31, -0.02, 0.52, 0.40, 0.34, 0.38, -0.28, 0.59, -0.13, 0.54, -0.29, -1.10, 0.02, -0.19, -0.21, 0.31, 0.25, 0.37, 0.47, 0.42, 0.46], "total_energy_ev": -130420.788, "charge": 4, "lumo_ev": [-11.00, -14.78], "spin_multiplicity": 5, "s_squared": 6.07, "gap_ha": [0.2480, 0.1123]}

=====

No. 2
{"formula": "C31H44BrN3OP2Tc", "method": "ωB97M-V/def2-TZVPD", "elements": ["C", "C", "C", "C", "N", "C", "C", "C", "C", "C", "C", "C", "C", "C", "Tc", "P", "H", "H", "H", "H", "H", "H", "H", "H", "C", "C", "H", "H", "H", "H", "H", "C", "C", "H", "H", "H", "H", "H", "C", "C", "H", "H", "H", "H", "H", "Br", "P", "C", "C", "H", "H", "H", "H", "H", "C", "C", "H", "H", "H", "H", "H", "C", "C", "H", "H", "H", "H", "H", "N", "C", "O", "C", "C", "C", "N", "C", "C", "H", "H", "H", "H", "H", "H"], "positions_angstrom": [[-5.06933, -1.10263, -3.62661], [-4.10500, -1.99780, -3.11809], [-3.38335, -2.77184, -4.05038], [-3.59808, -2.56485, -5.42558], [-4.45800, -1.65834, -5.88247], [-5.20040, -0.97331, -5.01659], [-3.78874, -2.10595, -1.72168], [-3.50049, -2.09142, -0.53051], [-2.81462, -1.94570, 0.73375], [-2.73410, -0.67360, 1.27849], [-1.67652, -0.37477, 2.24019], [-0.61998, -1.40961, 2.13305], [-0.92722, -2.76737, 2.03729], [-2.09155, -3.01776, 1.31666], [0.22013, 0.30817, 1.89085], [0.04973, 0.65756, -0.32173], [-2.59992, -3.45736, -3.73719], [-5.64700, -0.45686, -2.97496], [-3.01194, -3.13500, -6.15093], [-5.90630, -0.26063, -5.44255], [-2.38927, -4.02524, 1.08905], [-3.48104, 0.07801, 1.03450], [-0.28224, -3.55954, 2.41328], [-2.06914, -0.10746, 3.23838], [1.44109, 1.83380, -0.75637], [1.80417, 2.04645, -2.22911], [2.30915, 1.46827, -0.18103], [1.15173, 2.78963, -0.29032], [2.64774, 2.75091, -2.28046], [2.11906, 1.12374, -2.73080], [0.97032, 2.49612, -2.78100], [0.10807, -0.67331, -1.62507], [-0.43506, -0.34074, -3.01278], [-0.46266, -1.49663, -1.17146], [1.15620, -1.00435, -1.67796], [-0.24234, -1.18843, -3.68581], [-1.52132, -0.19567, -2.99983], [0.04090, 0.54280, -3.45618], [-1.54715, 1.48337, -0.76152], [-1.46970, 2.58597, -1.81501], [-1.94189, 1.88194, 0.17950], [-2.23218, 0.67281, -1.05372], [-2.44773, 3.08053, -1.90355], [-0.73175, 3.35676, -1.55890], [-1.22912, 2.17270, -2.79948], [2.15049, 1.00425, 3.42459], [2.66257, -1.50124, 0.70357], [3.53621, -1.35417, -0.94038], [5.02741, -1.70155, -1.00268], [3.40707, -0.29784, -1.24711], [2.98985, -1.96261, -1.68309], [5.37128, -1.51188, -2.03231], [5.62189, -1.06610, -0.33067], [5.21227, -2.76380, -0.78160], [3.93420, -1.49136, 2.02881], [4.54847, -2.79004, 2.52358], [3.43389, -1.00204, 2.88411], [4.70317, -0.79262, 1.68911], [5.11410, -2.55481, 3.43124], [3.77586, -3.49607, 2.84504], [5.22811, -3.27362, 1.80765], [1.99637, -3.21586, 0.74083], [2.81577, -4.35006, 0.13177], [1.01287, -3.16199, 0.24717], [1.77697, -3.43236, 1.79539], [2.19182, -5.25849, 0.15170], [3.05075, -4.14706, -0.91803], [3.73858, -4.56054, 0.69230], [-0.61897, 6.83342, 4.65053], [-1.60258, 5.94757, 4.30528], [-2.76323, 6.09161, 4.66085], [-1.15418, 4.74220, 3.52199], [0.17126, 4.41889, 3.23804], [0.46522, 3.28495, 2.49123], [-0.44428, 2.29759, 2.28595], [-1.74774, 2.63256, 2.47633], [-2.12105, 3.84820, 3.05397], [-0.94418, 7.68684, 5.07430], [0.25716, 6.87975, 4.15176], [0.99310, 5.02901, 3.57851], [1.48477, 3.07984, 2.16293], [-2.49792, 1.88990, 2.17502], [-3.18055, 4.04613, 3.19692]], "mulliken_charge": [-0.05, 0.40, -0.16, -0.26, -0.41, -0.28, -0.08, -0.64, 0.48, -0.24, -0.26, 0.15, -1.14, -0.36, -0.44, 1.67, 0.55, 0.55, 0.41, 0.43, 0.58, 0.79, 0.67, 0.79, -0.58, -1.58, 0.61, 0.50, 0.46, 0.34, 0.34, 0.89, -1.42, 0.23, -0.54, 0.45, 0.25, 0.21, -0.10, -1.49, 0.49, 0.07, 0.46, 0.32, 0.31, -0.19, 1.32, -0.56, -1.35, 0.20, 0.51, 0.44, 0.33, 0.30, -0.38, -1.44, 0.07, 0.48, 0.44, 0.32, 0.28, -0.47, -1.40, 0.26, 0.44, 0.44, 0.32, 0.25, -0.33, 0.23, -0.53, 1.00, -1.27, -0.74, 0.32, -0.08, -1.04, 0.29, 0.17, 0.37, 0.79, 0.27, 0.55], "total_energy_ev": -130150.408, "charge": 4, "lumo_ev": [-13.81, -15.16], "spin_multiplicity": 4, "s_squared": 4.24, "gap_ha": [0.1662, 0.1160]}